Entry 1:
{
  "formula": "C5H24O8",
  "method": "ωB97M-V/def2-TZVPD",
  "orbital_gap_ev": 10.15,
  "lumo_ev": 0.3,
  "e_above_lowest_kcal_mol": 20.1,
  "energy_ha": -806.7831,
  "spin_multiplicity": 1,
  "homo_ev": -9.83,
  "charge": 0,
  "smiles": "CCCCC=O.O.O.O.O.O.O.O",
  "species": ["C", "C", "C", "C", "C", "O", "H", "H", "H", "H", "H", "H", "H", "H", "H", "H", "O", "H", "H", "O", "H", "H", "O", "H", "H", "O", "H", "H", "O", "H", "H", "O", "H", "H", "O", "H", "H"],
  "xyz": [[-1.9667, 0.9288, -0.8039], [-2.2145, 0.3166, 0.5940], [-1.6453, -1.1049, 0.7319], [-0.1723, -1.4122, 1.1059], [0.1945, -0.7647, 2.3912], [-0.6027, -0.1207, 3.0214], [-1.8096, 0.1396, -1.5533], [-1.1001, 1.5382, -0.8508], [-2.8266, 1.4774, -1.1467], [-1.7135, 0.9757, 1.2941], [-3.2893, 0.2582, 0.7019], [-2.3334, -1.6679, 1.3991], [-1.7233, -1.6244, -0.2590], [-0.0497, -2.5354, 1.0347], [0.5951, -1.3411, 0.3560], [1.1873, -1.0791, 2.8223], [-0.2409, -3.1653, -2.0169], [-0.2082, -4.0599, -2.3682], [-0.3428, -2.5293, -2.7374], [1.1123, 2.0285, 3.9613], [1.9693, 1.6982, 4.2446], [0.5387, 1.2719, 3.8015], [-0.6380, 0.2822, -4.0129], [0.2017, 0.6941, -4.1908], [-1.3286, 0.8810, -3.7468], [1.3445, 3.1322, 1.4355], [1.3171, 2.5984, 2.2690], [0.5130, 3.6294, 1.4673], [2.3719, -2.8804, -1.2806], [1.5328, -3.0106, -1.7641], [2.9320, -2.2375, -1.7173], [0.8170, 1.4716, -2.0608], [0.5154, 1.1089, -1.2137], [0.9474, 2.4073, -1.8475], [1.9252, 0.6858, 0.5732], [2.4366, 0.3709, -0.1760], [1.7537, 1.6385, 0.5420]],
  "forces_ev_per_a": [[-0.461, -1.441, -0.074], [1.222, 0.029, -1.236], [-0.220, -1.342, -1.202], [-1.096, -0.973, -0.203], [0.849, -2.260, -0.087], [0.184, 0.851, 0.617], [-0.036, 0.063, 0.152], [0.363, 0.771, 0.134], [-0.290, 0.545, -0.060], [-0.634, 0.047, 0.480], [-0.132, 0.112, 0.601], [0.707, 0.240, -0.124], [-0.408, 0.420, 0.639], [-0.440, 0.679, 1.354], [0.229, 1.390, -0.622], [-0.343, 0.687, -0.244], [0.074, 0.165, 0.211], [-0.213, 0.117, -0.339], [-0.160, -0.271, -0.139], [0.238, 0.495, -0.118], [-0.068, -0.159, 0.045], [-0.278, -0.529, 0.127], [-0.493, -1.828, -0.642], [-0.056, 0.765, 0.379], [0.353, 0.692, 0.104], [-0.487, -0.056, 0.236], [0.066, 0.514, -0.150], [0.341, -0.122, -0.068], [0.072, -0.288, 0.369], [0.393, 0.473, 0.207], [-0.214, -0.006, -0.318], [0.361, 0.614, 0.332], [0.281, -0.216, -0.310], [0.115, -0.188, -0.137], [-0.165, -0.650, 0.375], [0.012, 0.439, -0.089], [0.335, 0.219, -0.199]]
}

Entry 2:
{
  "formula": "C5H25ClFILi2N3O10P2S",
  "method": "ωB97M-V/def2-TZVPD",
  "orbital_gap_ev": 1.39,
  "lumo_ev": -2.1,
  "energy_ha": -3075.6235,
  "spin_multiplicity": 1,
  "homo_ev": -3.52,
  "charge": -1,
  "species": ["N", "P", "N", "P", "O", "I", "H", "H", "H", "H", "H", "H", "C", "C", "O", "H", "H", "H", "H", "H", "H", "O", "S", "O", "O", "O", "C", "O", "N", "C", "C", "H", "H", "H", "H", "H", "H", "H", "Li", "Li", "O", "H", "H", "O", "H", "H", "Cl", "F", "O", "H", "H"],
  "xyz": [[-0.1739, -0.5356, -1.8039], [-0.8147, -0.0709, -3.1602], [-2.3869, -0.9557, -3.3559], [-3.9373, 0.0181, -3.0774], [-3.5561, 1.5692, -2.4771], [-4.9475, -1.1612, -1.1705], [-0.0236, 0.2889, -1.2149], [-0.0684, -0.4244, -4.3153], [-0.9920, 1.3377, -3.1597], [-2.3401, -1.7940, -2.7579], [-2.4228, -1.2885, -4.3312], [-3.5294, 2.1560, -3.2994], [3.1272, -2.4937, -0.0014], [3.7649, -1.1166, 0.0557], [3.4706, -0.3712, -1.1126], [3.4817, -3.0445, -0.8749], [3.3609, -3.0695, 0.8956], [2.0393, -2.4130, -0.0934], [4.8491, -1.1998, 0.1250], [3.4037, -0.5561, 0.9280], [2.5146, -0.2832, -1.1721], [7.8556, 2.4329, -1.7523], [6.6563, 1.6497, -1.4128], [5.5562, 2.0588, -2.3058], [6.2919, 1.9036, -0.0095], [6.9139, 0.2112, -1.5941], [-0.6338, 0.9998, 1.4174], [0.4312, 1.1944, 0.8689], [-1.7267, 1.7760, 1.2687], [-2.9586, 1.4866, 1.9305], [-1.6392, 2.9299, 0.4040], [-0.7983, 0.1443, 2.0919], [-3.7084, 1.3395, 1.1483], [-3.2272, 2.3353, 2.5736], [-2.8872, 0.5900, 2.5409], [-1.3681, 2.6038, -0.6126], [-0.8664, 3.6018, 0.7739], [-2.5978, 3.4568, 0.3813], [-5.3624, 2.3299, 1.0007], [-3.3434, 3.7143, -2.1498], [4.4717, -2.5599, 3.1464], [4.2594, -1.6643, 2.8581], [3.6560, -2.8727, 3.5505], [5.0412, -5.3251, 4.9879], [4.1385, -5.6533, 4.9434], [5.0736, -4.6314, 4.3173], [-1.2300, 3.5484, 3.3113], [-7.2522, 1.1240, -0.0831], [-8.7153, -1.2591, 0.9062], [-9.0427, -0.6473, 0.2380], [-7.8067, -1.4100, 0.6345]],
  "forces_ev_per_a": [[-0.730, 0.414, -1.324], [2.806, 0.185, 2.901], [0.769, -0.197, -0.700], [-2.188, 0.651, 0.155], [0.342, -0.729, -0.170], [0.693, 0.559, -0.545], [0.102, -0.306, 0.442], [-0.871, -0.147, -0.126], [-0.683, -0.375, -0.831], [0.246, 0.327, 0.200], [-0.320, 0.057, 0.161], [-0.084, -0.410, -0.224], [-0.107, -0.127, 0.008], [-0.258, 0.034, -0.093], [0.142, -0.082, -0.174], [0.091, 0.040, 0.025], [0.004, -0.025, -0.034], [-0.004, 0.048, 0.070], [0.003, 0.145, -0.125], [0.059, -0.080, 0.109], [-0.052, 0.040, 0.103], [-0.132, 0.189, -0.020], [0.025, -0.083, 0.212], [0.107, -0.012, -0.284], [0.173, -0.086, 0.028], [-0.234, -0.022, 0.019], [-0.099, 0.008, 0.249], [-0.034, -0.027, -0.457], [-0.190, -0.704, -1.001], [0.030, 0.581, 0.114], [0.449, -0.291, -0.152], [-0.037, 0.073, 0.076], [-0.427, -0.584, -0.359], [0.164, -0.033, 0.181], [-0.038, -0.017, -0.079], [-0.036, 0.022, -0.057], [-0.125, 0.136, 0.036], [0.002, 0.060, 0.199], [-1.216, -0.855, -0.457], [0.215, 0.123, 0.415], [-0.132, -0.157, 0.174], [0.162, 0.019, -0.067], [-0.043, 0.109, -0.002], [-0.145, 0.052, -0.096], [0.022, -0.056, 0.031], [0.181, 0.071, 0.018], [-0.086, 0.673, 0.781], [1.476, 0.673, 0.541], [-0.285, -0.510, -0.046], [0.261, 0.312, 0.128], [0.031, 0.315, 0.046]]
}

Entry 3:
{
  "formula": "C5H25N2O6",
  "method": "ωB97M-V/def2-TZVPD",
  "orbital_gap_ev": 9.45,
  "lumo_ev": -2.5,
  "e_above_lowest_kcal_mol": 45.6,
  "energy_ha": -766.2035,
  "spin_multiplicity": 1,
  "homo_ev": -11.90,
  "charge": 1,
  "species": ["C", "N", "C", "C", "C", "O", "C", "N", "H", "H", "H", "H", "H", "H", "H", "H", "H", "H", "H", "H", "H", "H", "H", "H", "H", "O", "H", "H", "O", "H", "H", "O", "H", "H", "O", "H", "H", "O"],
  "xyz": [[0.6606, 2.1309, -0.8155], [0.2317, 1.1160, 0.1290], [1.0738, 0.1769, 0.9241], [0.4790, -1.2346, 0.5244], [1.4601, -2.3669, 0.9613], [-0.7748, -1.4153, 1.1924], [0.7470, 1.5019, -2.2084], [-0.5552, 0.9318, -2.5779], [1.7472, 2.4203, -0.5935], [0.0139, 2.9955, -0.7110], [-0.3502, 1.5620, 0.8382], [2.1223, 0.1959, 0.7285], [0.9553, 0.2333, 2.0242], [0.2489, -1.1881, -0.5454], [2.4014, -1.8565, 1.2050], [1.2123, -2.9938, 1.8090], [1.6620, -3.0061, 0.1041], [-0.6310, -1.4213, 2.1473], [1.5138, 0.7074, -2.0975], [1.1886, 2.1428, -3.0179], [-1.2453, 1.5591, -2.9915], [-0.9702, 0.5372, -1.7073], [-0.4809, 0.1325, -3.2040], [3.8064, -1.1874, -1.0311], [4.6807, -0.5006, 0.0196], [3.8343, -0.9505, -0.1004], [-2.9182, 1.2443, 0.6001], [-3.3052, 2.7558, 0.1713], [-2.7385, 1.9885, -0.0112], [0.2355, -1.0205, 4.4153], [1.7553, -0.6321, 4.1435], [0.8689, -0.6717, 3.7837], [-4.1814, -0.7490, 0.6139], [-2.6806, -0.9647, 0.9098], [-3.2987, -0.5177, 0.3041], [-3.0385, -1.2633, -2.2919], [-2.9162, -0.0712, -1.3503], [-2.8137, -0.3205, -2.2938]],
  "forces_ev_per_a": [[2.729, -0.392, 0.745], [-1.054, 0.662, 1.767], [-1.539, -1.283, -1.157], [1.200, -0.085, 2.146], [0.621, 1.004, -0.980], [-0.838, 0.223, -0.219], [1.642, 0.700, -0.336], [0.014, -0.797, 0.188], [-1.352, 0.166, -0.287], [-0.053, 0.072, -0.310], [-0.185, -0.027, -0.757], [0.645, 0.274, -0.588], [-0.210, 0.599, -0.912], [0.104, -0.415, 0.205], [-0.237, -0.574, -0.022], [-0.676, 0.140, 0.063], [0.085, -0.238, 0.073], [0.431, -0.026, -0.193], [-0.843, -0.042, -0.183], [-0.885, -0.245, 0.782], [0.099, 0.171, 0.203], [0.053, 0.310, -0.199], [-0.092, 0.031, -0.097], [0.117, -0.123, -0.081], [-0.063, -0.106, -0.061], [0.456, 0.353, -0.143], [-0.315, 0.673, -0.481], [0.177, -0.657, 0.181], [0.279, 0.539, -0.012], [0.480, 0.002, 0.500], [-0.030, -0.228, 0.497], [-0.560, 0.009, -0.486], [-0.084, 0.008, -0.119], [0.369, -0.073, -0.387], [-0.266, -0.482, 1.015], [0.000, 0.352, -0.062], [-0.322, -0.217, -0.390], [0.103, -0.277, 0.096]]
}

Entry 4:
{
  "formula": "C5H25N2O7",
  "method": "ωB97M-V/def2-TZVPD",
  "orbital_gap_ev": 10.98,
  "lumo_ev": -2.4,
  "e_above_lowest_kcal_mol": 17.6,
  "energy_ha": -841.5086,
  "spin_multiplicity": 1,
  "homo_ev": -13.38,
  "charge": 1,
  "species": ["N", "C", "C", "C", "C", "C", "N", "O", "H", "H", "H", "H", "H", "H", "H", "H", "H", "H", "H", "H", "H", "H", "H", "O", "H", "H", "O", "H", "H", "O", "H", "H", "O", "H", "H", "O", "H", "H", "O"],
  "xyz": [[-1.1593, -1.8249, 1.0729], [-0.8474, -0.4307, 1.4382], [0.3278, 0.1493, 0.6309], [0.0882, -0.0974, -0.8613], [1.6376, -0.4706, 1.1257], [-2.1620, 0.3930, 1.3416], [-2.0888, 1.7145, 1.5123], [-3.2109, -0.2270, 1.2533], [-1.9085, -1.9090, 0.3401], [-1.3518, -2.3620, 1.9123], [-0.4052, -2.2404, 0.5008], [-0.6599, -0.3734, 2.4979], [0.3774, 1.2229, 0.7554], [0.9835, 0.1226, -1.4561], [-0.5319, 0.7113, -1.2582], [-0.3619, -1.0313, -1.1915], [2.1114, 0.1539, 1.8972], [1.5197, -1.4511, 1.6006], [2.4689, -0.5650, 0.4198], [-1.3126, 2.3517, 1.5432], [-2.9624, 2.1574, 1.4941], [3.4455, 2.1335, -0.0653], [4.7443, 1.7190, -0.8128], [3.7949, 1.8259, -0.9036], [-2.2138, 4.4340, -2.6893], [-0.8370, 3.7841, -3.1922], [-1.4584, 3.8871, -2.4716], [2.8113, -1.9300, -1.2792], [3.5112, -3.1307, -0.4107], [2.7473, -2.7993, -0.8839], [-2.7948, -0.8788, -1.6181], [-3.7285, -1.3157, -0.4412], [-3.0017, -1.5894, -1.0134], [0.7111, 3.4497, -0.4592], [-0.6785, 3.3637, -0.9635], [-0.1058, 2.9860, -0.2537], [0.6579, -4.5330, 0.8463], [1.3593, -3.5537, -0.1540], [0.4833, -3.8461, 0.1962]],
  "forces_ev_per_a": [[0.271, 0.129, -0.913], [-0.692, 1.847, -0.443], [0.230, -1.380, -0.418], [0.093, 1.402, -0.889], [1.035, 0.119, 0.951], [0.644, -0.926, 0.251], [0.244, -0.139, 0.039], [-0.189, 0.470, 0.081], [-0.580, 0.537, 0.588], [-0.077, -0.388, -0.388], [0.481, -0.631, 1.027], [0.486, -0.294, 0.462], [-0.165, -0.013, 0.140], [0.203, -0.556, 0.337], [-0.527, -0.154, 0.254], [0.265, -0.251, 0.206], [-0.447, -0.031, 0.125], [-0.093, 0.011, -0.240], [-0.618, 0.062, -0.379], [0.568, -0.506, -0.298], [-1.361, 0.677, 0.066], [0.294, 0.048, 0.183], [0.075, 0.131, 0.207], [-0.402, -0.227, -0.356], [0.147, 0.141, -0.477], [-0.297, 0.335, -0.477], [0.126, -0.462, 0.826], [0.721, 0.063, 0.181], [0.526, 0.687, -0.282], [-0.989, -0.862, -0.013], [-0.202, 0.324, -0.131], [0.001, 0.363, -0.137], [0.219, -0.924, 0.003], [0.339, -0.010, 0.290], [-0.127, -0.349, 0.431], [-0.155, 0.739, -0.654], [0.000, -0.068, -0.065], [-0.428, -0.173, -0.012], [0.382, 0.259, -0.079]]
}